No. 1
48
Properties=species:S:1:pos:R:3:forces:R:3 method="wB97M-V/def2-TZVPD" charge=0 energy_ha=-2438.1521 lumo_energy_ev=-0.53 e_above_lowest_kj_mol=0.0 smiles="O=C1c2ccccc2S(=O)(=O)N1SC(F)(F)F.C[Si](C)(C)OC1=CCCCO1"
C -0.456 -1.106 -5.702 -0.0098 -0.0051 -0.0475
Si 0.339 0.430 -5.010 -0.0113 -0.4757 0.7672
C 1.998 0.690 -5.806 0.1656 0.2011 -0.1747
C -0.832 1.863 -5.150 -0.0503 0.3235 -0.1758
O 0.565 0.022 -3.350 -0.3957 0.4123 -1.3309
C 1.069 0.885 -2.475 0.5473 -1.5593 2.9937
C 1.286 0.518 -1.170 -0.6535 -0.1585 -2.5800
C 1.943 1.442 -0.251 0.5108 0.8676 0.8855
C 1.826 2.895 -0.746 0.0589 -0.2813 0.7880
C 2.246 2.960 -2.179 -0.8638 -0.5608 -0.6592
O 1.370 2.079 -2.980 0.6537 1.4345 -0.4759
H -0.654 -0.976 -6.777 0.0234 -0.0929 0.2534
H 0.203 -1.972 -5.569 -0.1417 0.1109 -0.0571
H -1.405 -1.310 -5.193 0.1461 -0.0003 -0.1228
H 1.857 0.920 -6.873 0.1054 -0.0632 0.2069
H 2.553 1.517 -5.347 -0.1458 -0.1743 -0.1193
H 2.606 -0.220 -5.730 -0.1275 0.1620 -0.0235
H -1.020 2.071 -6.214 -0.0280 -0.0062 0.2185
H -1.793 1.629 -4.676 0.1707 0.0112 -0.0835
H -0.431 2.773 -4.687 -0.0848 -0.2203 -0.1226
H 1.089 -0.515 -0.902 0.0364 0.1873 -0.1120
H 1.518 1.352 0.758 0.1973 0.1022 -0.0972
H 3.014 1.202 -0.192 -0.0330 0.0018 0.3207
H 0.794 3.240 -0.622 0.1229 0.0433 -0.1363
H 2.480 3.547 -0.156 -0.1404 -0.0341 -0.0388
H 2.113 3.958 -2.610 0.0522 -0.2626 -0.0368
H 3.279 2.625 -2.314 -0.0879 -0.0176 -0.0477
F 0.197 -3.226 -0.253 -0.1047 0.5233 1.3608
C 0.111 -2.832 1.055 0.6307 -0.6270 -0.1625
F -0.543 -3.786 1.753 0.7804 0.5697 -0.5602
F 1.380 -2.720 1.541 -1.1948 -0.4067 -0.4208
S -0.773 -1.246 1.138 -0.6535 -0.1738 1.4604
N -1.137 -1.322 2.863 0.8669 0.5936 -1.7881
C -2.278 -1.928 3.415 -1.1792 -0.8705 -1.1158
O -3.103 -2.556 2.767 1.3727 1.0053 1.2533
C -2.248 -1.656 4.879 -0.3785 -0.0694 0.6169
C -1.246 -0.777 5.240 0.0870 0.1825 0.4852
C -1.017 -0.393 6.549 -0.2152 -0.1246 0.2306
C -1.846 -0.919 7.546 -0.0028 -0.0563 -0.5416
C -2.880 -1.807 7.202 0.2587 0.2152 -0.0261
C -3.089 -2.177 5.874 0.2035 0.0776 -0.4714
S -0.279 -0.229 3.879 -0.3976 -0.6216 0.1929
O 1.081 -0.655 4.041 -0.5119 0.3404 -0.3497
O -0.602 1.123 3.518 0.3117 -0.5641 -0.0283
H -0.205 0.292 6.763 -0.0881 -0.0461 0.1641
H -1.683 -0.636 8.582 -0.0670 -0.0804 -0.1648
H -3.517 -2.205 7.991 0.1325 0.0660 -0.2628
H -3.880 -2.864 5.580 0.1320 0.1212 0.1356

***

No. 2
87
Properties=species:S:1:pos:R:3:forces:R:3 method="wB97M-V/def2-TZVPD" charge=-2 energy_ha=-3001.0728 lumo_energy_ev=3.93 e_above_lowest_kj_mol=74.0
Li 0.307 1.226 0.499 -0.3868 0.2244 -0.2775
C -1.103 4.783 0.215 0.0622 -0.0154 -0.0254
C 0.250 4.519 0.788 0.0687 0.0534 0.2092
C 1.172 5.475 1.252 0.0344 -0.0355 -0.0039
C 2.185 4.746 1.837 0.0185 0.1768 -0.0530
C 3.429 5.277 2.475 -0.0093 -0.0798 -0.0172
N 1.878 3.437 1.704 0.2045 0.2707 0.1173
N 0.694 3.298 1.056 0.0065 0.0338 -0.3779
B 2.502 2.240 2.463 -0.2503 -0.1036 -0.0694
N 1.367 1.512 3.215 0.2043 -0.0928 0.2074
N 0.290 1.023 2.565 -0.0076 -0.3314 -0.2689
C -0.450 0.375 3.445 0.0935 0.0806 0.1112
C -1.719 -0.288 3.018 0.1298 0.0444 -0.0382
C 0.155 0.445 4.715 0.0499 0.0348 0.0047
C 1.312 1.175 4.519 -0.1314 -0.0632 0.0597
C 2.346 1.572 5.522 0.0367 0.0006 -0.1265
N 3.259 1.248 1.541 0.1776 -0.0432 -0.1176
N 2.870 -0.036 1.353 -0.0348 -0.3095 0.1804
C 3.886 -0.665 0.779 -0.0754 0.2456 0.1586
C 3.854 -2.125 0.470 -0.1928 0.1482 -0.1405
C 4.955 0.224 0.574 0.0604 -0.0301 -0.0086
C 4.517 1.426 1.077 0.0799 0.1185 -0.1155
C 5.226 2.739 1.119 -0.1148 -0.1513 0.0085
H -1.090 5.663 -0.430 0.0144 0.0131 -0.0079
H -1.812 4.962 1.027 -0.0177 0.0240 -0.0136
H -1.459 3.917 -0.343 -0.1327 0.1070 0.1331
H 1.109 6.548 1.170 -0.0170 0.0085 0.0237
H 3.342 6.358 2.582 -0.0187 0.0105 0.0200
H 4.306 5.064 1.860 -0.0574 0.1136 0.1048
H 3.602 4.834 3.457 0.0108 0.0396 0.0049
H 3.302 2.677 3.249 -0.0546 0.0540 0.1160
H -1.913 -0.025 1.977 -0.1167 -0.0639 -0.0031
H -2.564 0.032 3.630 -0.0125 0.0107 -0.0227
H -1.637 -1.374 3.094 -0.0269 0.0008 0.0024
H -0.191 0.027 5.647 -0.0289 0.0026 -0.0008
H 2.064 1.200 6.506 -0.0136 -0.0172 0.0057
H 2.448 2.657 5.575 0.0245 -0.0101 0.0144
H 3.322 1.161 5.258 0.0225 0.0232 0.0362
H 3.039 -2.597 1.015 0.0037 -0.0624 -0.0008
H 4.804 -2.591 0.739 -0.0538 -0.0386 0.0297
H 3.684 -2.282 -0.596 -0.0469 -0.0673 -0.0569
H 5.910 0.018 0.116 0.0235 0.0183 -0.0038
H 6.251 2.610 0.774 0.0223 0.0126 -0.0057
H 5.239 3.143 2.134 0.0470 -0.0017 -0.0720
H 4.727 3.460 0.467 0.0460 0.0416 0.0373
S -2.075 1.671 -0.953 -0.0282 -0.5134 0.4936
C -1.453 2.222 -2.452 0.0102 0.2191 -0.4359
N -2.022 1.801 -3.599 -0.2484 -0.3995 -0.0169
C -1.586 2.262 -4.770 -0.0357 -0.0269 0.1345
C -0.584 3.196 -4.905 0.1243 0.0814 0.0088
C 0.035 3.633 -3.729 0.0664 0.0151 -0.0997
C -0.376 3.144 -2.518 0.0213 -0.1275 -0.0381
H -3.382 -0.302 -3.653 -0.4353 -0.6997 -0.0843
H -2.078 1.840 -5.643 0.0149 0.0501 -0.0268
H -0.266 3.545 -5.879 -0.0136 -0.0061 -0.0242
H 0.857 4.341 -3.779 0.0123 0.0002 0.0305
H 0.122 3.422 -1.600 0.0611 0.0050 -0.1127
C -1.959 -5.956 0.325 -0.0466 0.0964 0.1269
C -2.041 -4.657 1.122 0.0419 -0.0228 -0.2451
C -1.279 -3.508 0.471 -0.0171 -0.0964 0.2611
N -1.833 -3.170 -0.830 0.0772 0.5591 0.1085
C -1.255 -2.148 -1.540 0.0798 -0.2644 0.0689
S 0.228 -1.473 -0.893 -0.0958 -0.4756 0.2974
N -1.805 -1.745 -2.670 0.2412 0.2948 -0.0393
C -2.989 -2.176 -3.273 -0.3552 -0.9087 0.4637
O -3.722 -1.195 -3.916 0.4364 1.5140 0.1894
C -3.453 -3.484 -3.365 0.2720 0.3680 -0.1902
C -2.643 -4.665 -3.232 0.0333 0.0550 0.1050
C -3.189 -5.921 -3.393 -0.0447 -0.0266 0.0146
C -4.537 -6.116 -3.695 -0.1549 -0.1999 0.0055
C -5.336 -4.977 -3.887 0.1584 -0.0033 0.0290
C -4.822 -3.714 -3.747 -0.0943 0.1026 -0.1448
H -2.564 -6.737 0.791 0.0087 -0.0283 -0.0246
H -0.926 -6.308 0.274 0.0109 -0.0016 -0.0392
H -2.319 -5.791 -0.688 -0.0117 -0.0810 -0.1087
H -1.631 -4.809 2.125 -0.0560 0.0828 0.0262
H -3.090 -4.365 1.237 -0.0073 0.0044 0.0712
H -0.237 -3.799 0.314 -0.0283 0.0000 0.0594
H -1.270 -2.644 1.149 0.0064 -0.0422 -0.0938
H -2.852 -3.124 -0.878 -0.0146 -0.1775 -0.2819
H -1.407 -0.867 -3.012 0.2447 -0.0256 -0.0887
H -1.579 -4.558 -3.074 0.0482 -0.0148 0.0806
H -2.543 -6.792 -3.305 0.0454 0.0455 0.0279
H -4.952 -7.111 -3.808 0.0453 0.0037 -0.0058
H -6.381 -5.097 -4.158 -0.0002 0.0221 0.0088
H -5.441 -2.843 -3.912 -0.0752 -0.0411 -0.0150
S 0.970 -0.109 -2.165 0.0619 0.2687 -0.2537

***

No. 3
48
Properties=species:S:1:pos:R:3:forces:R:3 method="wB97M-V/def2-TZVPD" charge=0 energy_ha=-3339.4406 lumo_energy_ev=-3.96 e_above_lowest_kj_mol=889.5
Zn -0.014 -0.247 -1.850 0.1455 0.2154 -1.4688
S 0.581 -0.648 -5.561 0.8791 -1.4246 0.7729
O 0.142 0.475 -4.796 -2.2792 5.7035 1.4547
O 1.938 -0.458 -6.025 0.3954 0.0058 -1.0513
O 0.590 -1.628 -4.472 -0.2866 -3.9100 0.9009
O -0.423 -0.918 -6.593 0.6541 -0.2425 -0.0910
O 0.007 -3.173 0.732 0.2028 0.1699 0.1285
C 0.052 -4.279 1.255 -0.8657 2.8347 -0.7140
N -0.031 -5.395 0.545 0.0315 -2.7236 1.0760
C 0.140 -4.428 2.748 0.9845 -0.5194 0.6820
H -0.169 -5.597 -0.435 0.1202 0.8850 0.1672
H -0.067 -6.181 1.178 0.0071 -0.4689 -0.7153
H 1.177 -4.666 2.987 0.2597 -0.1870 -0.0919
H -0.425 -5.267 3.154 -0.2752 0.1368 -0.0816
H -0.018 -3.519 3.329 -0.5104 0.0282 -0.5569
O 3.727 0.353 -0.846 1.9836 0.0920 -0.1361
C 4.902 0.745 -0.653 -2.1488 -2.7026 0.0261
N 5.073 1.980 -0.245 0.9450 2.0711 0.5606
C 6.110 -0.215 -0.682 -0.6317 0.2715 -0.5090
H 5.968 2.361 0.026 -0.2429 -0.0899 -0.1705
H 4.240 2.545 -0.160 0.2147 -0.0231 0.0073
H 7.083 0.247 -0.849 -0.1360 0.2671 0.1158
H 5.945 -0.927 -1.491 -0.0788 0.0239 0.0907
H 6.137 -0.775 0.253 -0.0758 0.0913 0.0291
C -1.124 4.178 3.412 -0.1225 1.0001 -0.8480
O -0.285 3.659 2.384 0.5056 1.1814 -0.0415
C -0.368 2.285 2.229 -1.0728 -1.1329 -0.0244
C -1.603 1.887 1.425 -0.8403 -1.7875 -0.0238
N -1.592 2.117 -0.029 0.2493 0.0775 0.1307
C -2.958 2.128 -0.598 0.1391 -0.1682 -0.0155
C -3.686 0.747 -0.561 1.1382 1.9721 -0.0863
O -2.777 -0.122 -1.192 -0.1398 -1.2187 0.2560
C -3.310 -1.443 -1.273 -0.6767 0.0250 -1.1267
H -0.812 3.858 4.406 -0.2590 -0.1885 -0.0319
H -2.190 4.115 3.193 -0.2488 -1.3315 0.2095
H -1.122 5.266 3.345 1.1013 0.1648 0.1590
H -0.308 1.821 3.214 -0.8426 -0.2531 0.3337
H 0.472 1.755 1.779 0.5858 1.0735 -0.6564
H -2.575 2.168 1.830 0.0178 1.1018 0.4595
H -1.752 0.813 1.534 0.5562 -0.4670 0.0420
H -1.304 3.072 -0.190 0.6002 0.1450 -0.0066
H -2.840 2.463 -1.629 -0.0992 -0.3324 -0.1762
H -3.472 2.953 -0.105 -0.8330 -0.3076 0.2320
H -4.633 0.807 -1.097 -0.0404 0.0146 -0.2497
H -3.924 0.470 0.466 0.2078 -0.3584 0.1750
H -4.142 -1.480 -1.976 -0.3121 0.4255 -0.2320
H -3.762 -1.799 -0.348 0.7231 -0.1128 0.3717
H -2.598 -2.104 -1.768 0.3706 -0.0274 0.7246